Formula: C32H86Br6N12O10P4
Source: the OMol25 dataset
Level of theory: ωB97M-V with the def2-TZVPD basis set

Last column: Mulliken charge in e.
Positions of all 150 atoms, in Å:
C1 1.157 0.788 0.285  -0.61
Br1 -0.134 1.592 -0.931  -0.51
Br2 2.013 -0.626 -0.701  0.37
Br3 0.134 0.255 1.931  1.50
H1 1.861 1.537 0.646  1.18
C2 0.367 -2.567 1.281  0.49
Br4 2.001 -3.684 1.437  0.05
Br5 -0.552 -2.329 3.053  0.16
Br6 -0.719 -3.493 -0.073  0.61
H2 0.614 -1.587 0.873  -1.07
O1 2.887 -5.305 -3.118  -0.89
P1 2.764 -3.855 -3.479  0.36
N1 2.038 -3.510 -5.058  0.53
C3 0.561 -3.479 -5.271  -0.98
C4 2.810 -3.252 -6.226  -1.16
N2 4.309 -3.016 -3.533  0.49
C5 4.645 -1.650 -3.102  -1.32
C6 5.513 -3.716 -4.057  -1.14
N3 1.813 -2.918 -2.308  0.44
C7 1.635 -3.355 -0.866  -0.73
C8 1.317 -1.590 -2.724  -0.24
H3 -0.082 -3.434 -4.393  0.42
H4 0.186 -4.296 -5.887  0.30
H5 0.313 -2.539 -5.765  0.42
H6 2.803 -4.204 -6.756  0.36
H7 3.829 -2.950 -5.983  0.33
H8 2.337 -2.447 -6.788  0.31
H9 3.798 -0.979 -2.958  0.14
H10 4.914 -1.719 -2.048  0.10
H11 5.457 -1.250 -3.709  0.64
H12 5.900 -4.472 -3.374  0.25
H13 5.318 -4.189 -5.020  0.39
H14 6.305 -3.009 -4.303  0.36
H15 1.839 -2.480 -0.248  -1.08
H16 0.661 -3.801 -0.666  0.32
H17 2.497 -3.983 -0.639  1.03
H18 0.235 -1.561 -2.596  0.00
H19 1.592 -1.404 -3.762  0.68
H20 1.679 -0.866 -1.994  -1.08
O2 -4.360 -0.625 2.615  -0.99
P2 -4.612 0.325 1.489  0.51
N4 -5.635 -0.099 0.198  0.48
C9 -5.775 -1.430 -0.448  -0.99
C10 -6.108 0.937 -0.743  -1.12
N5 -3.117 0.922 0.841  1.44
C11 -2.990 1.969 -0.183  0.26
C12 -1.783 0.311 1.227  0.62
N6 -5.516 1.759 1.991  0.32
C13 -4.795 2.790 2.754  -0.68
C14 -6.872 1.642 2.430  -1.17
H21 -5.654 -2.189 0.326  0.18
H22 -5.001 -1.431 -1.216  0.09
H23 -6.798 -1.471 -0.821  0.46
H24 -7.139 0.749 -1.045  0.34
H25 -5.400 1.065 -1.562  0.30
H26 -6.232 1.902 -0.251  0.36
H27 -2.085 1.751 -0.750  -0.49
H28 -3.850 1.894 -0.849  -0.27
H29 -2.940 2.972 0.241  0.37
H30 -0.867 0.739 0.819  -1.73
H31 -1.615 0.428 2.297  0.33
H32 -1.806 -0.709 0.845  -0.83
H33 -3.765 2.889 2.410  -0.12
H34 -5.287 3.762 2.775  0.33
H35 -4.564 2.578 3.798  0.34
H36 -7.004 1.626 3.512  0.31
H37 -7.357 0.750 2.034  0.33
H38 -7.282 2.588 2.078  0.39
O3 3.211 2.240 2.125  -1.03
P3 2.358 3.446 2.300  0.41
N7 2.779 4.340 3.736  0.63
C15 2.064 5.581 4.265  -1.25
C16 3.989 4.025 4.491  -1.25
N8 0.717 3.119 2.672  0.91
C17 0.628 2.253 3.819  -1.74
C18 -0.398 4.119 2.524  -0.78
N9 2.312 4.616 1.045  0.16
C19 3.471 5.600 0.802  -1.11
C20 1.787 4.133 -0.271  -0.06
H39 1.551 5.326 5.192  0.31
H40 1.445 5.965 3.453  0.37
H41 2.763 6.372 4.538  0.40
H42 4.183 2.970 4.297  0.64
H43 3.885 4.126 5.571  0.27
H44 4.801 4.673 4.162  0.42
H45 0.828 2.789 4.747  0.85
H46 -0.425 1.979 3.882  0.84
H47 1.183 1.316 3.772  -0.19
H48 -0.458 4.816 3.359  0.41
H49 -0.275 4.850 1.725  0.36
H50 -1.267 3.484 2.353  -0.26
H51 4.313 5.123 0.300  0.30
H52 3.061 6.472 0.293  0.40
H53 3.786 6.001 1.765  0.32
H54 2.628 4.039 -0.958  0.39
H55 1.173 4.889 -0.759  0.41
H56 1.306 3.158 -0.189  -0.71
O4 -4.806 -1.003 -2.497  -0.72
P4 -3.353 -1.321 -2.679  0.21
N10 -2.216 0.060 -2.742  1.01
C21 -0.907 -0.071 -2.148  -1.39
C22 -2.638 1.221 -3.368  -1.47
N11 -2.831 -1.989 -4.162  0.11
C23 -1.498 -2.366 -4.506  -1.40
C24 -3.810 -2.760 -4.866  -1.10
N12 -2.823 -2.337 -1.370  0.58
C25 -2.748 -1.872 0.075  -0.36
C26 -2.860 -3.797 -1.450  -0.77
H57 -0.889 0.435 -1.183  0.30
H58 -0.185 0.297 -2.876  1.42
H59 -0.824 -1.119 -1.859  -0.87
H60 -3.474 1.587 -2.771  0.31
H61 -2.973 1.011 -4.383  0.38
H62 -1.866 1.976 -3.221  0.38
H63 -0.866 -2.749 -3.704  0.27
H64 -1.599 -2.961 -5.414  0.48
H65 -1.081 -1.441 -4.904  0.43
H66 -4.710 -2.145 -4.884  0.34
H67 -3.550 -3.095 -5.870  0.42
H68 -3.993 -3.691 -4.330  0.37
H69 -2.973 -2.648 0.807  0.40
H70 -1.732 -1.562 0.317  0.43
H71 -3.500 -1.084 0.112  -1.45
H72 -2.114 -4.149 -0.737  0.05
H73 -2.640 -4.173 -2.449  0.15
H74 -3.833 -4.240 -1.236  0.28
C27 3.721 1.283 4.894  0.01
O5 2.351 1.324 5.154  -0.26
C28 1.555 0.279 5.056  0.62
O6 1.945 -0.892 4.859  -0.52
O7 0.250 0.699 5.060  -0.25
C29 -0.757 -0.116 4.537  0.51
H75 4.060 2.314 4.792  -0.43
H76 4.059 0.775 3.991  0.01
H77 4.247 1.003 5.807  0.44
H78 -0.842 -1.065 5.068  0.60
H79 -0.443 -0.292 3.509  -2.11
H80 -1.685 0.455 4.546  0.19
C30 5.503 -1.177 -0.213  -1.11
O8 4.167 -1.064 0.182  0.05
C31 3.893 -1.434 1.496  0.68
O9 4.680 -1.722 2.420  -0.65
O10 2.652 -1.122 1.697  0.56
C32 2.212 -1.119 3.016  -1.47
H81 6.029 -1.926 0.378  0.47
H82 5.896 -0.192 0.038  0.43
H83 5.653 -1.497 -1.244  0.43
H84 1.263 -0.599 3.146  0.69
H85 2.899 -0.655 3.723  0.24
H86 2.181 -2.143 3.387  0.86

- Highest occupied orbital energy: -6.56 eV
- Molecular weight: 1402.4 g mol⁻¹
- Multiplicity: 1
- E_LUMO: -0.03 eV
- Calculated total energy: -530298.50363 eV
- Frontier orbital gap: 0.240 hartree
- Max |F|: 17.810 eV/A

Formula: C32H86F3N7O10
Source: the OMol25 dataset
Level of theory: ωB97M-V with the def2-TZVPD basis set

Last column: Löwdin spin population.
Positions of all 138 atoms, in Å:
O1 5.996 14.333 7.638  0.00
H1 5.256 14.672 8.146  0.00
H2 6.609 14.953 7.236  0.00
H3 6.505 13.681 8.126  0.00
C1 2.809 15.811 8.936  0.05
O2 3.229 16.380 7.654  0.00
O3 3.700 14.732 9.170  0.63
C2 2.859 17.006 10.034  0.03
F1 2.741 16.488 11.299  0.00
F2 4.033 17.724 9.939  0.00
F3 1.892 17.929 9.891  0.00
C3 2.224 16.901 6.837  0.00
C4 2.918 17.541 5.651  0.00
H4 3.437 16.850 4.987  0.00
H5 2.191 18.112 5.074  0.00
H6 3.687 18.284 5.865  0.00
H7 1.551 17.634 7.281  0.00
H8 1.604 16.104 6.424  0.00
H9 1.775 15.480 8.836  0.03
C5 6.132 15.983 12.485  0.00
C6 6.749 16.017 11.151  0.00
C7 8.274 16.314 11.106  0.00
O4 8.631 17.484 11.888  0.00
C8 7.980 18.756 11.573  0.00
N1 6.627 14.645 10.646  0.00
H10 6.565 15.330 13.243  0.00
H11 5.048 15.899 12.399  0.00
H12 6.229 16.999 12.866  0.00
H13 6.253 16.708 10.470  0.00
H14 8.603 16.473 10.079  0.00
H15 8.837 15.546 11.636  0.00
H16 8.344 19.528 12.251  0.00
H17 6.895 18.711 11.672  0.00
H18 8.255 19.107 10.579  0.00
H19 6.936 13.992 11.352  0.00
H20 5.634 14.463 10.650  0.00
C9 0.705 11.313 10.820  0.00
C10 1.738 12.431 11.005  0.02
C11 2.267 12.504 12.521  0.01
O5 1.250 12.955 13.443  0.01
C12 0.542 14.137 13.151  0.00
N2 2.926 12.109 10.176  0.19
H21 -0.227 11.393 11.379  0.00
H22 1.106 10.333 11.078  0.00
H23 0.462 11.238 9.760  0.00
H24 1.302 13.342 10.596  0.01
H25 3.136 13.160 12.574  0.00
H26 2.680 11.530 12.781  0.00
H27 1.197 15.008 13.165  0.00
H28 -0.270 14.416 13.822  0.00
H29 0.052 14.094 12.178  0.00
H30 3.294 13.019 9.935  0.00
H31 2.599 11.716 9.305  0.00
C13 2.464 16.105 2.204  0.00
C14 2.989 14.744 2.608  0.00
C15 1.925 13.898 3.386  0.00
O6 0.863 13.707 2.457  0.00
C16 -0.284 13.064 2.938  0.00
N3 3.414 14.033 1.477  0.00
H32 3.275 16.701 1.786  0.00
H33 1.967 16.640 3.013  0.00
H34 1.713 15.924 1.436  0.00
H35 3.806 14.931 3.306  0.00
H36 1.529 14.464 4.229  0.00
H37 2.418 12.980 3.707  0.00
H38 -1.009 12.768 2.180  0.00
H39 -0.864 13.788 3.510  0.00
H40 -0.034 12.197 3.550  0.00
H41 2.513 13.858 1.055  0.00
H42 3.589 13.069 1.722  0.00
C17 6.201 18.012 7.592  0.00
C18 6.644 17.183 6.375  0.00
C19 7.138 18.053 5.159  0.00
O7 7.115 17.363 3.850  0.00
C20 5.750 17.130 3.398  0.00
N4 7.620 16.085 6.663  0.00
H43 5.454 18.716 7.223  0.00
H44 7.065 18.468 8.076  0.00
H45 5.619 17.435 8.310  0.00
H46 5.754 16.599 6.137  0.00
H47 8.170 18.364 5.325  0.00
H48 6.536 18.962 5.168  0.00
H49 5.392 16.198 3.835  0.00
H50 5.935 16.934 2.342  0.00
H51 5.041 17.948 3.524  0.00
H52 8.102 15.695 5.867  0.00
H53 8.269 16.730 7.091  0.00
C21 5.830 22.465 3.729  0.00
C22 5.397 21.120 3.168  0.00
C23 3.909 20.854 3.431  0.00
O8 3.376 19.802 2.579  0.00
C24 1.976 19.895 2.493  0.00
N5 5.640 21.033 1.755  0.00
H54 5.602 22.579 4.788  0.00
H55 5.361 23.315 3.234  0.00
H56 6.874 22.769 3.648  0.00
H57 5.966 20.315 3.632  0.00
H58 3.356 21.792 3.374  0.00
H59 3.716 20.599 4.473  0.00
H60 1.395 20.097 3.393  0.00
H61 1.511 19.012 2.054  0.00
H62 1.694 20.584 1.697  0.00
H63 5.252 21.832 1.273  0.00
H64 4.982 20.329 1.452  0.00
C25 -1.016 14.908 7.673  0.00
C26 -1.812 14.995 8.906  0.00
C27 -1.358 16.027 9.918  0.00
O9 -2.123 15.964 11.141  0.00
C28 -1.796 17.025 12.037  0.00
N6 -3.188 15.230 8.534  0.00
H65 -0.912 15.886 7.203  0.00
H66 -1.511 14.238 6.970  0.00
H67 0.024 14.667 7.892  0.00
H68 -1.703 14.083 9.493  0.00
H69 -1.480 17.029 9.508  0.00
H70 -0.326 15.897 10.241  0.00
H71 -1.912 17.977 11.519  0.00
H72 -0.805 16.941 12.484  0.00
H73 -2.511 17.002 12.860  0.00
H74 -3.318 16.174 8.200  0.00
H75 -3.588 15.327 9.456  0.00
C29 1.879 20.366 13.844  0.00
C30 2.134 19.047 14.620  0.00
C31 3.545 18.461 14.334  0.00
O10 3.950 17.471 15.243  0.00
C32 3.377 16.166 15.029  0.00
N7 2.052 19.474 15.992  0.00
H76 0.917 20.723 14.212  0.00
H77 1.804 20.167 12.775  0.00
H78 2.686 21.073 14.037  0.00
H79 1.401 18.321 14.270  0.00
H80 4.293 19.251 14.263  0.00
H81 3.583 18.146 13.291  0.00
H82 3.817 15.460 15.733  0.00
H83 3.540 15.754 14.033  0.00
H84 2.311 16.308 15.202  0.00
H85 2.752 20.155 16.245  0.00
H86 2.270 18.675 16.570  0.00

- Highest occupied orbital energy (spin up / spin down): -10.77 / -10.77 eV
- Total charge: +1
- Molecular weight: 786.1 g mol⁻¹
- Multiplicity: 2
- E_LUMO (spin up / spin down): -2.47 / -7.34 eV
- Calculated total energy: -73621.51873 eV
- Frontier orbital gap (spin up / spin down): 0.305 / 0.126 hartree
- Max |F|: 3.898 eV/A

Formula: C32H88AgCsN8O16S2
Source: the OMol25 dataset
Level of theory: ωB97M-V with the def2-TZVPD basis set

Last column: Löwdin spin population.
Positions of all 148 atoms, in Å:
Ag1 0.129 -0.013 0.007  0.57
Cs1 3.096 1.894 -2.330  0.00
S1 3.148 0.660 1.554  0.00
O1 4.392 -0.172 1.649  0.00
O2 2.285 0.374 0.436  0.00
O3 2.489 0.644 2.897  0.00
O4 3.986 1.804 1.311  0.00
S2 -0.005 0.177 -2.658  0.00
O5 0.255 1.222 -1.680  0.12
O6 -1.406 0.210 -2.975  0.01
O7 0.851 0.312 -3.829  0.03
O8 0.240 -0.992 -1.889  0.11
C1 1.960 -3.370 1.000  0.00
C2 0.502 -3.162 0.804  0.01
C3 -0.334 -4.305 1.436  0.01
O9 -1.746 -4.100 1.125  0.00
C4 -2.539 -5.194 1.510  0.00
N1 0.283 -1.897 1.408  0.09
H1 2.292 -3.590 2.015  0.00
H2 2.620 -2.658 0.504  0.00
H3 2.242 -4.296 0.500  0.00
H4 0.213 -3.101 -0.246  0.00
H5 -0.153 -4.246 2.509  0.00
H6 -0.034 -5.247 0.977  0.00
H7 -2.753 -5.315 2.572  0.00
H8 -2.093 -6.146 1.222  0.00
H9 -3.444 -5.103 0.908  0.00
H10 -0.685 -1.917 1.695  0.00
H11 0.753 -1.937 2.301  0.00
C5 -5.430 3.284 -3.498  0.00
C6 -4.029 2.927 -3.129  0.00
C7 -3.655 3.589 -1.772  0.00
O10 -3.399 5.005 -1.883  0.00
C8 -2.781 5.680 -0.742  0.00
N2 -3.838 1.455 -3.112  0.00
H12 -5.589 3.121 -4.564  0.00
H13 -5.567 4.361 -3.392  0.00
H14 -6.196 2.741 -2.944  0.00
H15 -3.364 3.352 -3.881  0.00
H16 -2.750 3.060 -1.477  0.00
H17 -4.454 3.378 -1.061  0.00
H18 -3.128 6.682 -0.491  0.00
H19 -1.712 5.554 -0.915  0.00
H20 -3.049 5.023 0.085  0.00
H21 -2.892 1.130 -2.969  0.00
H22 -4.415 1.020 -2.407  0.00
C9 -0.703 -3.607 -6.279  0.00
C10 -1.315 -2.798 -5.163  0.00
C11 -0.998 -3.385 -3.741  0.00
O11 -1.286 -4.717 -3.572  0.00
C12 -1.182 -5.122 -2.146  0.00
N3 -0.879 -1.422 -5.332  0.00
H23 -0.870 -4.672 -6.124  0.00
H24 0.382 -3.515 -6.321  0.00
H25 -1.143 -3.262 -7.215  0.00
H26 -2.404 -2.803 -5.178  0.00
H27 -1.496 -2.804 -2.964  0.00
H28 0.051 -3.209 -3.502  0.00
H29 -0.843 -6.153 -2.046  0.00
H30 -2.073 -5.013 -1.527  0.00
H31 -0.351 -4.577 -1.699  0.00
H32 0.120 -1.388 -5.186  0.00
H33 -1.179 -0.944 -4.495  0.00
C13 -1.391 3.132 1.545  0.00
C14 -0.133 2.531 2.210  0.00
C15 0.098 3.076 3.703  0.00
O12 -0.898 2.520 4.579  0.00
C16 -0.758 2.854 5.988  0.00
N4 -0.092 1.081 2.115  0.05
H34 -2.169 3.119 2.309  0.00
H35 -1.686 2.448 0.749  0.00
H36 -1.170 4.114 1.127  0.00
H37 0.768 2.901 1.719  0.00
H38 0.004 4.161 3.674  0.00
H39 1.137 2.907 3.987  0.00
H40 -1.047 3.889 6.171  0.00
H41 0.239 2.736 6.412  0.00
H42 -1.532 2.297 6.516  0.00
H43 -0.546 0.782 2.967  0.00
H44 0.869 0.917 2.380  0.00
C17 3.510 -2.580 -6.733  0.00
C18 3.184 -1.981 -5.395  0.00
C19 4.519 -1.988 -4.478  0.00
O13 4.246 -1.519 -3.153  0.00
C20 3.517 -2.406 -2.308  0.00
N5 2.601 -0.709 -5.686  0.00
H45 2.631 -2.801 -7.337  0.00
H46 4.122 -3.482 -6.727  0.00
H47 4.140 -1.956 -7.367  0.00
H48 2.408 -2.648 -5.018  0.00
H49 5.390 -1.541 -4.958  0.00
H50 4.882 -3.011 -4.378  0.00
H51 3.880 -3.433 -2.335  0.00
H52 2.447 -2.414 -2.516  0.00
H53 3.717 -2.018 -1.309  0.00
H54 3.314 0.005 -5.723  0.00
H55 1.990 -0.266 -5.015  0.00
C21 2.293 5.471 2.253  0.00
C22 3.461 5.557 1.145  0.00
C23 4.882 5.533 1.749  0.00
O14 5.071 6.685 2.583  0.00
C24 5.724 7.802 1.979  0.00
N6 3.193 4.408 0.271  0.00
H56 2.337 4.553 2.839  0.00
H57 1.261 5.561 1.915  0.00
H58 2.559 6.203 3.016  0.00
H59 3.385 6.480 0.571  0.00
H60 5.615 5.483 0.944  0.00
H61 5.057 4.602 2.287  0.00
H62 6.773 7.586 1.773  0.00
H63 5.812 8.678 2.622  0.00
H64 5.301 8.123 1.027  0.00
H65 3.362 3.588 0.836  0.00
H66 4.053 4.372 -0.258  0.00
C25 -3.356 -1.434 1.136  0.00
C26 -2.953 -1.275 -0.293  0.00
C27 -4.140 -1.392 -1.339  0.00
O15 -5.067 -0.225 -1.247  0.00
C28 -6.254 -0.562 -2.005  0.00
N7 -2.412 0.017 -0.464  0.00
H67 -2.460 -1.464 1.755  0.00
H68 -3.879 -2.380 1.275  0.00
H69 -4.047 -0.652 1.451  0.00
H70 -2.217 -2.022 -0.589  0.00
H71 -4.474 -2.393 -1.067  0.00
H72 -3.628 -1.288 -2.295  0.00
H73 -6.802 0.380 -1.996  0.00
H74 -6.870 -1.334 -1.542  0.00
H75 -6.008 -0.911 -3.008  0.00
H76 -3.240 0.570 -0.298  0.00
H77 -2.187 0.166 -1.437  0.00
C29 -0.356 -1.359 5.230  0.00
C30 1.073 -1.881 5.324  0.00
C31 1.274 -3.274 5.977  0.00
O16 0.387 -3.579 7.056  0.00
C32 0.602 -2.779 8.220  0.00
N8 1.681 -1.802 4.067  0.00
H78 -1.044 -1.892 4.573  0.00
H79 -0.537 -0.315 4.972  0.00
H80 -0.867 -1.579 6.167  0.00
H81 1.532 -1.138 5.977  0.00
H82 2.302 -3.443 6.297  0.00
H83 1.064 -3.889 5.102  0.00
H84 0.437 -1.710 8.084  0.00
H85 1.570 -3.082 8.619  0.00
H86 0.023 -3.080 9.092  0.00
H87 2.654 -2.075 4.059  0.00
H88 1.747 -0.834 3.785  0.00

- Highest occupied orbital energy (spin up / spin down): -3.96 / -3.96 eV
- Total charge: -1
- Molecular weight: 1146.0 g mol⁻¹
- Multiplicity: 2
- E_LUMO (spin up / spin down): 1.58 / 0.42 eV
- Calculated total energy: -105504.58515 eV
- Frontier orbital gap (spin up / spin down): 0.204 / 0.161 hartree
- Max |F|: 8.841 eV/A